Entry 1:
# C21H20F5OY

A molecular structure, C21H20F5OY (ωB97M-V/def2-TZVPD, the Open Molecules 2025 dataset).

Geometry (Å):
1 Y 0.043 -0.305 0.266
2 C 2.186 0.297 1.591
3 C 2.625 -0.555 0.532
4 C 2.431 0.132 -0.705
5 H 3.093 -1.536 0.649
6 C 1.872 1.416 -0.414
7 C 1.730 1.519 1.005
8 H 1.439 2.413 1.559
9 H 2.305 0.105 2.658
10 H 2.743 -0.223 -1.691
11 H 1.686 2.207 -1.144
12 C -2.443 0.253 1.014
13 C -1.671 1.398 1.379
14 C -1.267 2.056 0.182
15 H -1.550 1.794 2.392
16 C -1.782 1.318 -0.931
17 C -2.507 0.195 -0.410
18 H -3.073 -0.528 -1.005
19 H -2.980 -0.402 1.709
20 H -0.752 3.013 0.121
21 H -1.740 1.625 -1.976
22 O 0.344 -1.691 -1.200
23 C -0.303 -0.439 -4.199
24 C 0.357 -1.742 -3.813
25 C 0.491 0.802 -4.072
26 C -1.784 -0.416 -4.201
27 C 0.554 -2.424 -2.360
28 H 1.386 -1.652 -4.214
29 H -0.203 -2.487 -4.413
30 H -0.077 -3.329 -2.322
31 H 1.598 -2.782 -2.307
32 H 0.632 1.346 -5.018
33 H 1.492 0.578 -3.677
34 H 0.035 1.502 -3.349
35 H -2.228 -0.616 -5.187
36 H -2.170 0.545 -3.831
37 H -2.166 -1.199 -3.532
38 F -0.042 -3.875 0.412
39 C -0.195 -3.457 1.695
40 C -0.223 -2.103 1.987
41 C -0.366 -1.802 3.329
42 F -0.396 -0.492 3.728
43 C -0.474 -2.777 4.344
44 F -0.595 -2.403 5.629
45 C -0.448 -4.130 4.017
46 F -0.548 -5.082 4.968
47 C -0.308 -4.463 2.679
48 F -0.277 -5.763 2.317

Cartesian forces (eV/Å) of the 2 atoms listed first:
Y -0.43 -0.67 -1.17
C 0.56 0.61 -0.43

Net charge: -2
Multiplicity: 1
E_LUMO, eV: 4.72
Kohn-Sham gap, eV: 2.509
HOMO level, eV: 2.21
Molar mass, g mol⁻¹: 472.3

=====

Entry 2:
# C40H78O27S6

13 unconnected molecules or ions with the total composition C40H78O27S6 (ωB97M-V/def2-TZVPD, the Open Molecules 2025 dataset).

Geometry (Å):
1 C 14.643 3.759 -11.085
2 C 13.229 3.285 -10.433
3 C 12.556 4.307 -9.618
4 O 11.182 4.114 -9.884
5 C 11.037 3.369 -11.004
6 O 9.949 2.906 -11.450
7 O 12.243 3.083 -11.464
8 H 15.413 3.852 -10.320
9 H 14.525 4.710 -11.605
10 H 15.158 3.127 -11.810
11 H 13.307 2.330 -9.914
12 H 12.865 5.322 -9.868
13 H 12.758 4.232 -8.550
14 C 5.648 4.130 -16.876
15 C 5.609 3.130 -15.651
16 C 5.321 1.742 -16.112
17 O 6.550 1.343 -16.562
18 C 7.520 2.068 -15.904
19 O 8.754 1.926 -16.040
20 O 6.940 3.034 -15.280
21 H 4.596 4.293 -17.110
22 H 5.990 3.729 -17.830
23 H 6.064 5.093 -16.580
24 H 5.039 3.531 -14.813
25 H 4.643 1.772 -16.965
26 H 5.070 1.133 -15.244
27 C 11.818 7.596 -11.701
28 C 10.646 8.027 -10.889
29 C 9.326 8.161 -11.633
30 O 8.419 7.255 -10.990
31 C 9.041 6.520 -10.182
32 O 8.473 5.624 -9.571
33 O 10.303 6.846 -10.122
34 H 11.502 6.726 -12.276
35 H 12.596 7.228 -11.033
36 H 12.263 8.394 -12.296
37 H 10.897 8.942 -10.352
38 H 9.435 7.937 -12.694
39 H 8.973 9.185 -11.517
40 C 17.114 5.219 -13.530
41 C 16.340 4.654 -14.736
42 C 16.119 3.190 -14.925
43 O 14.773 2.938 -15.017
44 C 14.108 4.114 -14.780
45 O 12.900 4.314 -14.813
46 O 15.010 5.113 -14.667
47 H 18.155 4.897 -13.526
48 H 16.630 4.836 -12.632
49 H 17.200 6.306 -13.532
50 H 16.824 5.026 -15.639
51 H 16.563 2.515 -14.193
52 H 16.590 2.938 -15.875
53 C 14.194 8.431 -15.961
54 C 15.509 8.003 -16.731
55 C 15.500 8.434 -18.187
56 O 16.775 9.019 -18.289
57 C 17.278 9.287 -17.078
58 O 18.309 9.925 -16.890
59 O 16.567 8.695 -16.117
60 H 13.257 8.140 -16.437
61 H 14.186 9.514 -15.840
62 H 14.194 8.090 -14.925
63 H 15.672 6.926 -16.768
64 H 14.761 9.203 -18.409
65 H 15.370 7.617 -18.896
66 C 11.601 1.197 -18.878
67 C 10.638 1.933 -19.856
68 C 9.183 1.623 -19.623
69 O 8.670 2.850 -19.182
70 C 9.477 3.832 -19.549
71 O 9.176 5.034 -19.452
72 O 10.691 3.350 -19.810
73 H 11.591 1.523 -17.838
74 H 12.631 1.312 -19.217
75 H 11.418 0.123 -18.921
76 H 10.930 1.521 -20.822
77 H 9.157 0.940 -18.774
78 H 8.689 1.179 -20.487
79 C 10.478 -0.459 -12.216
80 C 10.540 0.178 -13.670
81 C 11.793 1.025 -14.009
82 O 12.036 0.699 -15.304
83 C 11.448 -0.495 -15.599
84 O 11.682 -1.238 -16.553
85 O 10.663 -0.849 -14.678
86 H 11.146 -1.308 -12.066
87 H 9.506 -0.834 -11.897
88 H 10.838 0.285 -11.506
89 H 9.633 0.759 -13.835
90 H 12.625 0.848 -13.328
91 H 11.504 2.075 -13.985
92 C 10.753 9.634 -15.472
93 S 9.945 10.381 -14.000
94 O 11.029 10.439 -12.917
95 C 9.749 12.087 -14.618
96 H 9.986 9.176 -16.097
97 H 11.381 8.853 -15.045
98 H 11.314 10.290 -16.138
99 H 8.925 12.210 -15.321
100 H 10.635 12.550 -15.053
101 H 9.503 12.779 -13.813
102 C 10.275 7.811 -20.169
103 S 11.188 8.438 -18.656
104 O 12.640 8.150 -18.805
105 C 10.997 10.276 -18.913
106 H 10.710 8.314 -21.032
107 H 9.223 8.048 -20.014
108 H 10.393 6.755 -20.414
109 H 11.574 10.792 -18.146
110 H 9.954 10.499 -18.689
111 H 11.282 10.591 -19.917
112 C 6.001 9.256 -17.252
113 S 6.590 10.986 -17.279
114 O 5.557 11.810 -18.039
115 C 6.379 11.280 -15.489
116 H 6.727 8.598 -16.773
117 H 5.660 8.831 -18.196
118 H 5.022 9.253 -16.773
119 H 7.266 11.105 -14.880
120 H 5.600 10.706 -14.986
121 H 6.078 12.312 -15.310
122 C 9.388 4.807 -13.915
123 S 8.867 5.831 -15.373
124 O 8.796 7.341 -15.081
125 C 10.389 5.669 -16.430
126 H 9.667 3.775 -14.125
127 H 8.599 4.834 -13.164
128 H 10.326 5.163 -13.487
129 H 11.312 6.136 -16.085
130 H 10.217 6.077 -17.425
131 H 10.495 4.604 -16.635
132 C 15.255 3.527 -19.987
133 S 15.255 4.359 -18.341
134 O 16.244 5.492 -18.477
135 C 13.450 4.994 -18.350
136 H 15.893 2.644 -20.032
137 H 15.727 4.219 -20.684
138 H 14.233 3.316 -20.300
139 H 12.746 4.176 -18.505
140 H 13.237 5.755 -19.100
141 H 13.087 5.435 -17.422
142 C 5.640 6.285 -13.123
143 S 4.908 7.898 -13.676
144 O 3.740 8.129 -12.742
145 C 6.157 8.927 -12.810
146 H 6.679 6.146 -13.422
147 H 5.100 5.560 -13.732
148 H 5.464 6.080 -12.067
149 H 5.788 9.947 -12.702
150 H 7.100 8.967 -13.356
151 H 6.359 8.581 -11.797

Cartesian forces (eV/Å) of the 2 atoms listed first:
C -1.21 -0.34 0.70
C 2.40 -0.32 -2.07

Net charge: 0
Multiplicity: 1
E_LUMO, eV: 0.21
Kohn-Sham gap, eV: 9.323
HOMO level, eV: -9.11
Molar mass, g mol⁻¹: 1183.4

=====

Entry 3:
# C25H22Cl3IrN4O3S

A molecular structure, C25H22Cl3IrN4O3S (ωB97M-V/def2-TZVPD, the Open Molecules 2025 dataset).

Geometry (Å):
1 Ir -0.257 0.015 -0.290
2 O 1.431 -0.995 -0.849
3 C 2.646 -0.542 -0.588
4 C 3.628 -0.697 -1.577
5 C 4.918 -0.283 -1.337
6 C 5.297 0.278 -0.109
7 C 4.358 0.400 0.882
8 C 3.026 0.012 0.651
9 C 2.073 0.018 1.707
10 N 0.809 -0.144 1.543
11 C -0.064 -0.324 2.697
12 C -1.078 -1.352 2.243
13 N -1.645 -0.781 1.014
14 C -2.875 -1.026 0.721
15 C -3.621 -0.375 -0.315
16 C -4.974 -0.714 -0.498
17 C -5.767 -0.008 -1.366
18 C -5.224 1.098 -2.035
19 C -3.909 1.463 -1.865
20 C -3.065 0.709 -1.032
21 O -1.804 1.073 -0.957
22 H 3.337 -1.133 -2.522
23 H 5.657 -0.389 -2.121
24 H 6.316 0.594 0.056
25 H 4.627 0.801 1.852
26 H 2.444 0.099 2.729
27 H -0.560 0.622 2.927
28 H 0.488 -0.657 3.575
29 H -1.847 -1.523 2.995
30 H -0.586 -2.297 2.004
31 H -3.427 -1.693 1.382
32 H -5.385 -1.538 0.074
33 H -6.804 -0.278 -1.508
34 H -5.854 1.686 -2.690
35 H -3.493 2.335 -2.354
36 Cl 1.863 7.096 -1.182
37 C 1.553 5.392 -1.220
38 C 0.848 4.801 -0.190
39 C 0.597 3.440 -0.244
40 Cl -0.279 2.731 1.089
41 C 1.012 2.624 -1.307
42 O 0.818 1.326 -1.452
43 C 1.736 3.283 -2.320
44 Cl 2.284 2.347 -3.671
45 C 2.006 4.635 -2.287
46 H 0.497 5.386 0.647
47 H 2.568 5.093 -3.088
48 S -0.995 -1.696 -1.799
49 C -1.470 -0.802 -3.175
50 N -2.403 -1.204 -4.040
51 C -2.676 -0.174 -5.047
52 C -1.503 0.807 -4.832
53 N -0.920 0.328 -3.579
54 H -2.986 -2.003 -3.868
55 H -3.639 0.298 -4.844
56 H -2.688 -0.597 -6.048
57 H -1.839 1.838 -4.736
58 H -0.766 0.748 -5.633
59 H -0.222 0.819 -3.026

Cartesian forces (eV/Å) of the 2 atoms listed first:
Ir -0.25 -0.27 0.14
O 0.01 -0.23 0.50

Net charge: +1
Multiplicity: 2
E_LUMO (spin up / spin down), eV: -3.85 / -4.34
Kohn-Sham gap (spin up / spin down), eV: 6.502 / 6.033
HOMO level (spin up / spin down), eV: -10.36 / -10.38
Molar mass, g mol⁻¹: 757.1